Computed, not measured: a cluster of 2 separate species, C6H14NO4 in total at a distorted geometry, with ωB97M-V/def2-TZVPD.

Frontier orbital gap (spin up / spin down) ... 0.3332 / 0.3462 Ha
Energy relative to the best compared isomer or geometry (same formula, charge and spin) ... 0.00 kcal/mol
Electronic energy ... -16122.99013 eV
LUMO level (spin up / spin down) ... -0.13 / -0.60 eV
2S+1 ... 2

```
25
Properties=species:S:1:pos:R:3:forces:R:3:mulliken_spin:R:1
N 0.950584 -3.956873 -1.794324 0.258 -0.041 -0.337 0.0000
O 1.535849 -4.684894 -2.561992 -1.115 1.280 1.459 0.0017
O 1.646605 -2.686047 -1.499033 -0.819 -2.604 -0.949 0.0196
O -0.135171 -4.089274 -1.226313 2.150 0.232 -1.103 0.0028
H 0.953864 -2.360051 -0.926255 -0.466 1.155 0.920 0.0112
C -0.044093 -0.851281 0.410341 -0.284 -0.979 0.645 0.8697
C -0.241141 0.429870 -0.313831 0.155 -0.626 -0.223 0.0347
C 1.143164 0.868484 -0.777136 0.008 0.177 -0.201 0.0109
C -1.129298 0.124687 -1.517421 -0.020 0.248 -0.099 0.0390
O -0.879501 1.411367 0.506009 0.201 -0.145 0.110 0.0274
C -0.186407 1.646577 1.734667 -0.063 0.071 -0.041 0.0125
C -1.047492 2.573740 2.566330 0.020 -0.113 -0.087 0.0002
H -0.839544 -1.611971 0.448502 0.412 0.425 0.045 -0.0141
H 0.846385 -0.999463 1.022208 -0.240 -0.094 -0.122 -0.0144
H 1.079811 1.861440 -1.232172 0.190 -0.069 0.071 0.0095
H 1.864291 0.855093 0.051623 -0.143 0.160 -0.312 -0.0032
H 1.472643 0.145879 -1.531529 0.169 0.233 0.082 0.0029
H -1.305795 1.039756 -2.089387 -0.136 -0.109 0.032 0.0051
H -0.590099 -0.583051 -2.163102 -0.235 0.162 0.096 -0.0056
H -2.083510 -0.334026 -1.219833 0.269 0.281 -0.036 -0.0063
H -0.021102 0.688377 2.263842 -0.062 0.410 -0.131 -0.0126
H 0.801578 2.100768 1.532667 -0.333 -0.115 0.102 0.0056
H -0.531956 2.836797 3.488500 -0.002 0.035 0.059 0.0006
H -1.267319 3.486366 2.010838 0.031 -0.018 0.030 0.0019
H -1.992344 2.087729 2.816799 0.053 0.045 -0.010 0.0009
```
Positions in Å, forces in eV/Å.